Model one:
Molecular formula: C22H34N4O2
Method: DFT, the ωB97M-V functional and the def2-TZVPD basis

The geometry in XYZ format:
```
62
C22H34N4O2 | the Open Molecules 2025 dataset | the ωB97M-V functional and the def2-TZVPD basis
C 1.72305 4.25171 0.62970
C 1.25798 3.26681 -0.44134
C 2.32331 3.10345 -1.52563
C 0.87555 1.92588 0.20483
N 2.02781 1.21439 0.72496
C 1.79397 0.10530 1.46719
O 0.68443 -0.13199 1.91342
C 2.99573 -0.77289 1.80139
C 4.18587 -0.66933 0.84575
C 3.83613 -1.19343 -0.54627
C 3.36698 -2.64702 -0.47558
C 2.99197 -3.15153 -1.86549
C 2.17215 -2.73954 0.47299
C 2.52617 -2.23106 1.86753
C 0.19529 0.97975 -0.79667
O 0.88449 0.28651 -1.53060
N -1.15156 0.93242 -0.83987
C -2.07533 1.59322 0.05783
C -2.52530 0.59365 1.13435
N -3.14475 -0.54940 0.49545
C -4.49992 -0.53979 0.30389
C -5.18167 -1.55431 -0.39346
C -6.55505 -1.49893 -0.47176
C -7.23940 -0.45143 0.13532
C -6.48548 0.49472 0.80231
N -5.16811 0.46370 0.88334
C -2.22702 -1.19960 -0.40983
C -1.76827 -0.20819 -1.49326
H 2.01506 5.19397 0.17245
H 2.57729 3.84780 1.16792
H 0.92931 4.44865 1.34670
H 0.34726 3.65814 -0.91000
H 3.30899 2.96007 -1.08695
H 2.09530 2.25376 -2.16427
H 2.36398 3.99739 -2.14334
H 0.22366 2.09872 1.06426
H 2.85904 1.25491 0.15984
H 3.31415 -0.46089 2.80523
H 4.56515 0.35517 0.79624
H 4.99414 -1.28148 1.25680
H 3.03428 -0.60421 -0.99509
H 4.71249 -1.11827 -1.19511
H 4.18059 -3.26669 -0.07837
H 3.84920 -3.10912 -2.53417
H 2.20024 -2.53251 -2.28168
H 2.64116 -4.18035 -1.82022
H 1.35515 -2.13862 0.06757
H 1.82810 -3.77429 0.53772
H 1.65138 -2.29336 2.51629
H 3.31875 -2.84851 2.29639
H -2.94854 1.90002 -0.52863
H -1.63431 2.48322 0.49926
H -1.65103 0.24509 1.69267
H -3.25165 1.05146 1.80319
H -4.65349 -2.37461 -0.85145
H -7.09574 -2.27026 -1.00210
H -8.31397 -0.38029 0.09015
H -6.95156 1.33669 1.29946
H -1.35275 -1.51439 0.16980
H -2.67514 -2.07782 -0.86898
H -2.62629 0.13342 -2.08053
H -1.02916 -0.66591 -2.15152
```

As for the structure (SMILES): CC(C)[C@H](NC(=O)[C@H]1CC[C@@H](C)CC1)C(=O)N1CCN(c2ccccn2)CC1. The value obtained for the HOMO energy is -7.7 eV.

natural (NBO) atomic charge list, values in e, 2 entries: -0.607 -0.196


Model two:
Molecular formula: C22H34N4O2
Method: DFT, the ωB97M-V functional and the def2-TZVPD basis

The geometry in XYZ format:
```
62
C22H34N4O2 | the Open Molecules 2025 dataset | the ωB97M-V functional and the def2-TZVPD basis
C 0.21714 0.03557 -2.49024
C 0.83918 -1.19950 -1.83071
C 1.11571 -2.26288 -2.89839
N 2.12025 -0.83397 -1.22040
C 2.17856 0.02353 -0.15687
O 1.19537 0.42815 0.44149
N 3.43902 0.40508 0.20513
C 4.66814 -0.22282 -0.24308
C 5.73995 0.32241 0.70413
C 4.95742 0.60689 1.98438
C 3.64048 1.14742 1.43849
C -0.02179 -1.80117 -0.73255
C 0.50998 -2.81618 0.05642
C -0.23922 -3.37277 1.07306
C -1.51329 -2.90382 1.34863
C -2.05189 -1.87648 0.58971
C -3.39956 -1.22299 0.88321
C -3.94583 -1.59444 2.26675
C -4.41753 -1.63607 -0.17939
N -3.19169 0.22785 0.91798
C -3.17901 1.09245 -0.14911
O -3.81069 0.93522 -1.18063
N -2.46168 2.23497 0.06865
C -1.42062 2.41849 1.06883
C -0.75247 3.73958 0.68025
C -0.95738 3.79857 -0.83092
C -2.36293 3.22894 -0.98600
C -1.30513 -1.36259 -0.46537
H -0.70260 -0.21914 -3.00876
H 0.91784 0.45162 -3.21349
H 0.00869 0.78730 -1.73432
H 0.17533 -2.60423 -3.32262
H 1.62969 -3.11890 -2.46885
H 1.72737 -1.84974 -3.69906
H 2.92417 -0.89844 -1.82270
H 4.88831 0.03429 -1.28563
H 4.59423 -1.31526 -0.16063
H 6.55462 -0.38409 0.84951
H 6.14985 1.25178 0.30750
H 5.46035 1.31567 2.63809
H 4.78447 -0.31944 2.53330
H 2.78687 0.99270 2.10039
H 3.71908 2.21878 1.21571
H 1.51953 -3.16066 -0.11583
H 0.17829 -4.16822 1.67428
H -2.06692 -3.34176 2.16387
H -4.22439 -2.64375 2.30402
H -4.83205 -0.99698 2.46688
H -3.21013 -1.39233 3.04271
H -4.08174 -1.35132 -1.17021
H -5.36814 -1.14429 0.00781
H -4.55497 -2.71481 -0.14331
H -2.56026 0.47928 1.66334
H -0.69011 1.60080 1.02400
H -1.84398 2.47450 2.07794
H -1.26291 4.57752 1.15741
H 0.29706 3.75530 0.96629
H -0.23107 3.15453 -1.32772
H -0.86948 4.80577 -1.23328
H -3.12033 4.00822 -0.83285
H -2.54737 2.75718 -1.95305
H -1.73979 -0.58127 -1.06414
```

As for the structure (SMILES): CC(C)(NC(=O)N1CCCC1)c1cccc(C(C)(C)NC(=O)N2CCCC2)c1. The value obtained for the HOMO energy is -8.4 eV.

natural (NBO) atomic charge list, values in e, 2 entries: -0.624 0.096


Model three:
Molecular formula: C22H34N4O2
Method: DFT, the ωB97M-V functional and the def2-TZVPD basis

The geometry in XYZ format:
```
62
C22H34N4O2 | the Open Molecules 2025 dataset | the ωB97M-V functional and the def2-TZVPD basis
C 1.83386 3.83270 -0.34355
H 2.51566 3.24667 0.29703
H 2.03427 4.72185 -0.35144
H 0.79077 3.60685 0.04677
C 1.61414 3.22510 -1.94190
N 1.43220 1.94958 -1.89758
C 0.77821 1.63004 -3.06796
C -0.59594 1.95904 -3.45015
H -0.46672 3.04312 -3.73666
H -1.06799 1.50944 -4.18377
C -1.36365 1.90376 -2.21357
N -1.78543 0.54714 -1.94445
C -1.46364 0.07042 -0.87024
N -0.20642 0.61652 -0.01983
C 0.13595 -0.07526 1.03822
C 0.33148 -1.35844 0.90493
C -0.84799 -1.96413 0.20580
N -1.63317 -1.13871 -0.43939
C -2.89121 -1.84964 -0.88348
C -3.72253 -2.01632 0.30594
H -3.93243 -1.28556 0.84867
H -4.62716 -2.23203 -0.09861
H -3.28346 -2.94970 0.82991
H -2.70410 -2.39487 -1.57040
H -3.29411 -1.09183 -1.61710
C -0.83474 -3.60395 0.00316
H -1.09354 -3.95487 0.91097
H -1.53876 -3.93646 -0.68180
H 0.13281 -3.77055 -0.49299
C 1.43152 -2.09693 1.52729
O 2.40383 -1.64000 2.02192
O 1.45082 -3.54419 1.18535
C 2.67871 -4.13867 1.89803
H 3.45169 -3.65999 1.38481
H 2.63374 -3.88607 2.91503
H 2.72208 -5.27584 1.70784
C -0.78550 0.09392 2.23190
C -1.88878 0.89319 2.35691
C -2.77156 0.86832 3.29300
C -2.17619 0.58301 4.52608
C -1.10589 0.12997 4.85972
C -0.05983 0.08642 3.63784
H 0.75429 -0.39633 3.64185
H -0.79888 -0.12236 5.65333
H -2.93895 0.61026 5.28963
H -3.93466 1.19502 3.28689
H -2.48058 1.04989 1.30257
H 1.03386 0.40377 1.49566
H 0.35026 1.17848 -0.59237
H -2.39031 2.46928 -2.58792
H -1.17400 2.48992 -1.35382
H 0.66824 0.25568 -3.02749
H 1.36914 1.39258 -3.92023
C 2.51155 1.02237 -1.40582
H 2.93742 1.36909 -0.41967
C 3.84482 0.86182 -2.37524
H 4.06575 1.75148 -2.86429
H 3.38848 0.39835 -3.48063
H 4.55847 0.11691 -2.08112
H 2.19034 0.08434 -1.01829
H 0.98376 3.74622 -2.45767
H 2.82997 3.47018 -2.21761
```

The value obtained for the HOMO energy is -7.6 eV.

natural (NBO) atomic charge list, values in e, 2 entries: -0.576 0.201


Most stable structure, least stable structure: model two, model three.


Model one:
Molecular formula: C5H15NP
Method: DFT, the ωB97M-V functional and the def2-TZVPD basis

The geometry in XYZ format:
```
22
C5H15NP | the Open Molecules 2025 dataset | the ωB97M-V functional and the def2-TZVPD basis
C 1.74758 -0.87021 1.29765
C 1.58231 0.38085 0.22743
C 1.39237 -0.19156 -1.29664
C 0.38132 1.36062 0.75999
P -1.22484 1.31459 -0.27112
C -2.10774 -0.35704 0.19989
N -2.77521 -0.98516 -1.00834
H 2.41615 -0.53267 2.19781
H 0.64806 -1.15380 1.65928
H 2.24894 -1.79817 0.78831
H 2.57568 1.01584 0.23621
H 2.48148 -0.50498 -1.67255
H 1.00333 0.59290 -2.07782
H 0.77069 -1.20847 -1.31198
H 0.08131 1.00951 1.86083
H 0.80911 2.45332 0.88882
H -1.03086 1.28465 -1.69814
H -2.02234 2.47582 0.14332
H -1.21049 -1.08470 0.49417
H -2.83372 -0.19507 1.11997
H -2.04231 -0.99370 -1.77984
H -2.89082 -2.01260 -0.75726
```

The value obtained for the HOMO energy is -14.0 eV. As for the charge: +1.

natural (NBO) atomic charge list, values in e, 2 entries: -0.631 -0.227


Model two:
Molecular formula: C5H15NP
Method: DFT, the ωB97M-V functional and the def2-TZVPD basis

The geometry in XYZ format:
```
22
C5H15NP | the Open Molecules 2025 dataset | the ωB97M-V functional and the def2-TZVPD basis
C 2.35411 -0.33932 -0.37061
C -0.34320 2.44815 0.34683
C -2.51732 -0.61430 -0.86538
C -0.17637 -1.59580 1.42762
C 1.03709 -0.42666 -1.08479
N -0.27660 1.10252 0.88061
P -0.31161 -0.31422 0.13530
H 2.49637 -1.05210 0.41541
H 3.22191 -0.41349 -1.12331
H 2.42089 0.59279 0.07040
H 0.41431 2.99006 0.82871
H 0.01150 2.38084 -0.70200
H -1.21619 2.84019 0.57499
H -2.35469 -0.39254 -1.95516
H -3.13638 0.18252 -0.39956
H -2.68180 -1.43793 -0.34057
H -0.36046 -2.66589 1.00542
H -0.97533 -1.28689 2.13680
H 0.89538 -1.59482 1.95278
H 0.84730 -1.35006 -1.56646
H 0.82528 0.36323 -1.72771
H -0.08150 1.10112 1.87757
```

The value obtained for the HOMO energy is -13.4 eV. As for the charge: +1.

natural (NBO) atomic charge list, values in e, 2 entries: -0.619 -0.382


Most stable structure, least stable structure: model two, model one.


Model one:
Molecular formula: C5H15NP
Method: DFT, the ωB97M-V functional and the def2-TZVPD basis

The geometry in XYZ format:
```
22
C5H15NP | the Open Molecules 2025 dataset | the ωB97M-V functional and the def2-TZVPD basis
C -2.64855 0.81736 -0.31645
C 2.02610 -1.44555 -0.63562
C -0.48266 -0.70614 1.24878
C -1.15496 1.09999 -0.24400
C 1.49596 -0.03394 -0.64351
N -0.42445 -0.16350 -0.05628
P 1.84452 1.29432 0.63377
H -3.12772 0.70897 0.70290
H -3.13004 1.78516 -0.68481
H -3.04911 0.14877 -1.10311
H 1.22738 -2.18361 -1.01569
H 2.54073 -1.84746 0.25990
H 2.73407 -1.49010 -1.48117
H -0.46992 0.09057 1.88266
H -1.43749 -1.20565 1.41826
H 0.29543 -1.46769 1.35949
H -0.92128 1.56108 0.60921
H -0.90444 1.71990 -1.10749
H 1.18688 0.38924 -1.71654
H -0.79323 -0.77736 -0.78894
H 2.97764 0.53178 1.33546
H 2.75018 1.84499 -0.17234
```

The value obtained for the HOMO energy is -14.3 eV. As for the charge: +1.

natural (NBO) atomic charge list, values in e, 2 entries: -0.669 -0.732


Model two:
Molecular formula: C5H15NP
Method: DFT, the ωB97M-V functional and the def2-TZVPD basis

The geometry in XYZ format:
```
22
C5H15NP | the Open Molecules 2025 dataset | the ωB97M-V functional and the def2-TZVPD basis
C -2.24030 -0.32571 0.39347
C -0.27173 1.86664 0.08162
C 0.64087 -0.74566 -1.51630
C -0.32614 0.40801 0.65594
C 0.70425 -0.39007 -0.04984
N 0.78495 -1.68334 0.73522
P 2.63594 0.35568 0.18814
H -2.73071 0.38786 -0.11735
H -2.59098 -0.54796 1.44162
H -2.12298 -1.35598 -0.01558
H -1.19562 2.53748 0.38632
H -0.21793 1.96006 -1.05027
H 0.52547 2.48492 0.42800
H 0.81076 0.06058 -2.31100
H -0.24914 -1.45818 -1.66764
H 1.48673 -1.32313 -1.77067
H -0.17934 0.46216 1.66517
H 1.11995 -1.58559 1.72281
H -0.14466 -2.14824 0.63508
H 1.47868 -2.24473 0.33367
H 2.25511 1.40167 1.23642
H 2.62733 1.28705 -0.81313
```

The value obtained for the HOMO energy is -13.3 eV. As for the charge: +1.

natural (NBO) atomic charge list, values in e, 2 entries: -0.546 -0.654


Model three:
Molecular formula: C5H15NP
Method: DFT, the ωB97M-V functional and the def2-TZVPD basis

The geometry in XYZ format:
```
22
C5H15NP | the Open Molecules 2025 dataset | the ωB97M-V functional and the def2-TZVPD basis
C -2.65961 -0.46394 0.01660
C -1.48014 0.42565 0.19767
C -0.14265 -0.44001 0.35254
N -0.05233 -1.33809 -0.85666
C 1.27152 0.39669 0.57205
C 1.17705 1.67176 -0.34409
P 2.78676 -0.65161 0.03111
H -2.66722 -1.26103 0.79012
H -3.66983 0.02184 0.18664
H -2.43406 -1.01715 -0.91471
H -1.58736 1.15599 -0.63827
H -1.62609 0.90613 1.17408
H -0.28326 -0.87156 1.37852
H -0.61938 -2.20163 -0.47476
H 1.00355 -1.54024 -1.07139
H -0.46545 -0.86239 -1.74532
H 1.31140 0.58318 1.67345
H 2.01464 2.24972 -0.36475
H 0.94425 1.32700 -1.32381
H 0.33725 2.38273 -0.05911
H 3.23421 -1.06027 1.42418
H 3.60673 0.58724 -0.00410
```

As for the structure (SMILES): CC[C@@H]([NH3+])[C@H](C)P. The value obtained for the HOMO energy is -13.9 eV. As for the charge: +1.

natural (NBO) atomic charge list, values in e, 2 entries: -0.615 -0.433


Most stable structure, least stable structure: model three, model two.